4
Properties=species:S:1:pos:R:3 method="wB97M-V/def2-TZVPD" total_energy_ev=-33541.6904 charge=-2 lumo_energy_ha=0.23360 smiles="S=C([S-])[S-]" homo_lumo_gap_ev=4.62
S 1.03417 -0.43180 -0.79597
S -0.67643 -0.07354 1.64199
S 1.22257 2.06849 0.71812
C 0.53640 0.55355 0.55257

13
Properties=species:S:1:pos:R:3 method="wB97M-V/def2-TZVPD" total_energy_ev=-22561.1978 lumo_energy_ha=0.01129 homo_lumo_gap_ev=9.77
H 0.58080 -1.43101 0.82984
H 2.07850 1.71349 -0.65817
O -0.96267 1.23378 1.94880
O -2.03369 -0.81066 0.69351
C 0.76495 0.46032 -1.29597
N 1.24457 1.54723 -1.07995
H -1.52994 -0.83845 -0.11559
O -0.60940 -1.32874 -1.49070
N 0.35034 -0.47020 0.98712
N 0.39223 -0.52104 -1.94077
H -0.51712 1.66820 1.23973
S -0.89807 -0.40139 1.84822
H -1.19994 -1.60738 -2.34822

18
Properties=species:S:1:pos:R:3 method="wB97M-V/def2-TZVPD" total_energy_ev=-8435.6076 lumo_energy_ha=0.02830 smiles=CC(C)O.CO homo_lumo_gap_ev=10.39
H -0.22968 0.95935 1.35727
O -0.55024 0.00803 1.50610
H 0.04990 3.17454 -1.71052
H 2.13385 -1.33974 0.27232
H -1.44202 -2.24126 0.56077
H -0.21838 1.81313 -0.49612
H -1.31993 1.15390 -2.73242
C 0.20205 -0.94227 0.73952
H -0.34029 -2.67403 1.95932
C -0.51007 2.25984 -1.47672
H 0.01060 -2.99118 0.20672
H 0.15555 -0.64642 -0.36366
C -0.33461 -2.28163 0.97371
O -0.39656 1.34970 -2.51681
H 1.70883 -0.90927 2.17181
H -1.53799 2.48390 -1.37423
H 1.98942 0.27887 0.80715
C 1.74504 -0.68988 1.00137

79
Properties=species:S:1:pos:R:3 method="wB97M-V/def2-TZVPD" total_energy_ev=-111908.6074 charge=-1 lumo_energy_ha=0.09800 homo_lumo_gap_ev=10.26
H -7.78241 -22.86704 7.46368
H -6.87897 -17.14896 5.81358
H -7.88347 -16.44984 4.52193
H -8.27372 -14.02342 8.13929
H -13.90277 -14.97146 9.65519
H -14.33206 -20.10143 8.14008
H -10.10008 -15.20074 8.90506
H -6.15205 -17.37419 8.94243
F -10.41779 -17.15943 10.43108
C -7.86765 -22.06971 5.41463
H -10.58015 -14.65186 6.73288
O -10.06397 -14.25339 9.10741
F -9.15556 -18.88982 7.68425
O -9.41924 -18.23976 13.30675
H -8.18319 -15.10869 13.39896
O -8.39402 -18.33760 5.09586
H -6.18352 -22.68417 6.67674
C -7.18834 -22.27274 6.76416
H -9.58129 -21.24677 4.49631
F -10.53423 -16.89192 8.13118
O -13.51278 -16.92249 10.33993
As -9.72168 -18.08708 9.12591
H -7.12623 -21.30096 7.26886
H -6.93400 -23.52936 4.47897
H -12.81325 -17.21681 10.92941
H -9.82690 -19.14943 15.08281
H -9.97282 -22.45401 5.71301
H -12.79142 -20.83624 8.42222
H -9.75301 -21.73553 9.11479
C -9.22115 -12.13973 8.57479
H -7.26581 -21.33634 4.86488
H -5.66873 -16.49298 11.54122
H -9.56216 -18.38212 12.36681
C -4.73585 -17.91854 10.13875
H -8.97953 -20.17858 13.95820
H -9.23172 -13.93910 5.94663
H -5.74976 -19.86916 10.07924
C -7.89999 -17.05000 5.43342
H -6.59830 -18.00529 11.29297
H -8.60849 -18.77989 5.92765
O -14.04580 -21.85349 7.08835
C -9.75839 -22.37270 10.00379
F -8.98292 -19.21217 10.24025
H -8.57685 -16.16823 11.98026
H -10.68319 -19.84218 13.64750
C -4.75726 -19.43472 9.92073
C -9.31121 -21.62034 5.48513
C -9.27334 -13.57807 8.12424
H -8.51978 -16.50487 6.14820
O -7.39642 -14.48760 11.57014
H -9.30650 -14.53038 12.23056
H -13.16141 -20.02421 6.82769
H -9.00221 -20.81642 10.97238
H -10.78810 -22.52681 10.34014
C -5.60177 -17.55986 11.33419
H -4.12989 -19.92235 10.67177
O -7.84771 -23.29840 4.66572
H -5.12909 -18.02968 12.20791
H -7.86299 -14.07291 10.83889
F -11.08223 -19.16431 9.16610
H -9.29087 -23.32310 9.74598
H -12.46828 -15.77291 8.95703
H -12.51412 -15.13337 10.63175
C -13.52826 -20.64952 7.64237
H -8.94769 -11.42572 7.79606
H -3.72184 -17.58143 10.35908
O -5.19474 -17.24053 8.96743
C -9.95433 -13.76154 6.75339
C -8.41443 -15.15596 12.33515
H -10.50379 -12.87341 6.43876
H -13.45976 -22.59790 7.22317
C -9.75669 -19.40826 14.02821
H -10.12335 -11.79998 9.08008
F -8.25215 -17.16106 8.95633
H -9.38831 -20.79019 6.18366
H -8.41309 -12.06181 9.31337
O -9.01999 -21.77867 11.05549
H -4.47130 -19.68942 8.90111
C -13.07445 -15.65701 9.85136

128
Properties=species:S:1:pos:R:3 method="wB97M-V/def2-TZVPD" total_energy_ev=-66821.9251 lumo_energy_ha=-0.00742 smiles="NC(N)=O.NC(N)=O.NC(N)=O.NC(N)=O.CC(C)O.CC(C)O.CC(C)O.CC(C)O.CC(C)O.CC(C)O.CC(C)O.CC(C)O" homo_lumo_gap_ev=9.37
O -8.52808 2.48202 5.04001
H -4.20697 1.16194 -7.97503
C -0.59252 -6.05691 -6.26970
H -4.97903 -4.40626 0.84134
H 3.62072 1.40893 -7.13656
C -5.25890 1.42822 -7.87180
H 4.18494 -4.49702 -1.90711
H -5.78337 1.45649 -8.82692
H 4.90998 3.21663 5.67527
C 3.86311 3.60640 -7.14880
H -0.98450 -4.24947 4.81859
C 5.50343 2.56726 6.31888
H -5.62487 -6.96996 -0.74568
H 6.49288 -4.18240 -0.51263
O -0.02476 -5.89216 6.20003
H 0.39426 3.97316 8.61449
H -6.79912 0.56259 3.23816
C 0.28698 8.79561 0.35230
H 4.15133 -3.65043 1.15206
H 3.43071 1.17030 5.75588
O 0.37427 7.56615 2.39001
H 6.72024 5.10691 -1.83094
H -2.71436 -1.74210 -0.90554
C -0.48136 8.00137 1.39166
C -4.94052 -6.15144 -0.52254
C -3.66189 -6.64058 0.17639
H 0.21704 -5.43967 -6.65922
O -1.47652 -8.03208 -5.80543
H 1.88095 1.28946 -5.46111
O 5.46884 5.83373 0.92805
H 4.62314 3.53818 -7.92714
H 5.27366 2.63322 7.38233
H 6.17822 -0.87723 6.23940
C -5.63291 -5.11140 0.32819
H -0.58995 4.16121 5.43806
H 6.05233 -2.53190 -0.50437
C -0.37562 -7.49318 -6.47513
N -6.95271 2.72422 3.37794
H 6.89797 6.57253 -0.82411
H 4.81163 3.55522 0.31825
H -1.49756 -5.71909 -6.77457
H 2.93090 3.87806 -7.64406
H 1.18567 7.27161 1.96993
H -2.11316 4.00492 6.95641
H -0.79011 1.64950 8.38026
O 3.71054 -2.73547 -1.41069
C -0.47872 4.48535 8.20996
C 0.43077 -4.81025 6.02795
H 0.08545 -2.99101 5.23662
H 5.20081 1.78511 -5.67605
H -4.32551 -0.31615 -5.75012
O 4.38983 2.18604 -5.35481
C 5.85488 5.18755 -0.06392
C -5.27984 0.18868 -5.60015
H -7.06687 3.72339 3.28449
O -0.41170 3.38790 5.97827
H -5.27013 2.39171 -7.36224
C 5.41511 1.13588 5.91145
H 1.85867 -3.45654 6.33099
H 1.62252 3.03513 -5.59695
N -0.57345 -0.24388 0.62684
N -1.84862 -1.46542 -0.46505
H -4.96752 1.16473 -5.22884
H -6.48059 -4.68527 -0.20842
H 7.40681 0.41566 6.34587
N -0.09098 -3.98507 5.20822
H -7.20272 1.53676 -6.44473
C -7.73568 2.06749 4.16084
N 1.56210 -4.39918 6.53971
H -0.28640 6.05533 0.45908
H -0.39171 9.17734 -0.41044
H 6.51774 2.93240 6.15777
H -7.94345 0.12992 4.58352
C -1.07775 6.71136 0.82166
O -7.21271 0.67295 -6.86344
H -0.48957 0.44313 1.36243
C -5.86407 0.33542 -6.97866
C 2.03396 2.15968 -6.09937
H -1.36522 -7.55415 -8.57107
H 1.18809 8.37535 -0.09432
H -1.12869 4.66088 9.06719
C 3.50527 2.28748 -6.50179
C -1.60059 2.07913 7.79151
H 6.24867 0.01385 7.65272
H 0.18852 -0.71306 0.15847
H 2.92523 -4.57982 0.22562
H -2.49776 2.23631 8.39023
H -2.92232 -5.85191 0.31466
H 5.71426 3.52366 -1.22222
H -1.18120 -8.90263 -5.52878
H -6.24457 2.29403 2.80039
H 4.42462 -5.31506 0.47934
H -1.21437 8.64530 1.87760
C 4.43530 -3.88248 -1.04238
H 4.10638 4.38552 -6.42637
H -0.40860 -8.86377 -8.15684
O -2.72875 0.22289 0.62618
C 5.90062 -3.45365 -1.06604
H -0.44354 -5.82839 -5.21440
H 5.62267 1.22374 4.84501
H 6.38245 -3.34170 -2.03733
H -3.91422 -6.96556 1.18577
H -5.80190 -0.64887 -7.44276
C 3.98259 -4.33184 0.31820
N -7.45557 0.77290 3.97635
C -0.44963 -7.78249 -8.02549
C -1.19508 3.47553 7.21133
H 1.42038 2.03069 -6.99099
H -1.71423 6.22093 1.55820
O -4.63511 -5.59877 -1.78925
O 4.11730 0.57441 6.06427
H 0.68217 9.64248 0.91334
N 6.64657 5.60302 -0.95427
H 0.44247 -7.34698 -8.47558
N 5.40977 3.98151 -0.37501
H -3.27973 -7.54482 -0.29732
H -2.04550 1.38670 7.07688
H -0.95191 -1.75001 -0.83251
H -6.23304 -5.70163 1.02070
H 1.99832 -5.09548 7.12707
H -1.57871 6.84319 -0.13737
H -4.11039 -6.21696 -2.30316
H -0.33518 5.42040 7.66848
C 6.37821 0.13945 6.57776
H -5.74827 -0.43284 -4.83701
H 4.17286 -2.33793 -2.15220
C -1.79569 -0.38375 0.25592
H 0.55141 -7.80807 -5.99601

20
Properties=species:S:1:pos:R:3 method="wB97M-V/def2-TZVPD" total_energy_ev=-9386.1165 charge=-1 lumo_energy_ha=0.15297 homo_lumo_gap_ev=6.98
C -2.77260 -0.59586 -1.90678
C 1.48921 -0.83424 0.82021
H 3.40742 -1.64422 0.78349
O -1.10868 0.41521 -0.44818
H 1.40153 -1.24721 1.83560
H 0.39144 2.05797 2.03673
H -1.85639 1.35298 -2.10483
C -2.15273 0.68542 -1.27141
H 2.49947 0.94212 1.50815
H -2.78554 -1.38024 -1.14661
H 1.54304 1.11463 -0.02452
N 0.42027 1.07993 1.78152
H -3.01731 1.17665 -0.77250
H 0.58452 -1.01498 0.23782
H 2.49141 -2.12245 -0.48235
H -2.13691 -0.96224 -2.72291
H -0.43760 0.86413 1.22617
N 2.68184 -1.36251 0.14406
H -3.77657 -0.44695 -2.32833
C 1.58074 0.67452 0.97572

97
Properties=species:S:1:pos:R:3 method="wB97M-V/def2-TZVPD" total_energy_ev=-64828.7126 lumo_energy_ha=-0.15873 homo_lumo_gap_ev=4.15
O -47.08537 -35.73315 40.01767
O -44.53665 -46.27390 38.70216
C -45.72251 -38.59432 41.13815
H -46.09167 -44.58563 34.81387
H -49.92237 -45.54802 43.78889
H -43.91183 -37.57623 35.42559
C -46.89912 -45.87623 38.58706
H -47.95811 -47.50577 37.12467
H -48.25030 -45.34527 36.10965
H -43.62764 -41.21389 36.27551
H -46.65659 -39.27086 36.43472
H -47.16402 -48.16159 38.59249
H -45.79581 -42.06115 40.13416
C -44.74200 -42.38337 39.82536
H -46.29632 -38.70206 40.38937
H -43.58072 -45.21613 35.23534
C -48.07130 -42.90082 45.07748
H -46.35418 -44.81247 40.63454
C -47.66464 -47.27061 38.21017
C -50.08821 -36.19272 40.48921
H -52.25952 -36.49688 41.53868
H -44.97901 -47.94917 36.16659
H -47.81953 -46.01920 40.60095
H -48.55053 -47.22628 38.69009
H -46.88821 -43.85535 38.32670
C -45.52131 -47.00962 35.57997
H -45.64973 -43.55417 36.31953
H -45.46603 -37.85113 35.12640
H -48.76230 -39.09677 38.44778
O -47.95863 -46.47760 48.44028
H -51.09240 -40.26714 39.56164
C -49.22362 -45.64866 45.96206
H -44.89350 -39.33861 41.37231
H -45.83121 -40.28263 37.60743
N -46.39145 -38.16442 42.34734
H -43.69856 -43.42189 42.53572
H -46.63368 -47.29368 35.56770
C -42.56147 -43.39387 40.05834
C -48.69394 -43.89939 44.09712
H -45.30511 -46.91511 34.35080
H -42.06023 -42.98749 39.12210
H -48.66519 -44.30405 38.51902
C -48.47044 -44.70025 47.04835
H -45.31279 -37.72399 40.57209
H -44.72506 -37.60405 36.87142
C -43.88285 -42.50777 42.06494
H -52.76104 -38.86405 40.60474
N -47.79986 -36.58027 39.27855
N -47.96071 -45.26803 48.35712
H -49.83598 -35.26971 40.58509
H -47.98798 -39.62117 41.92321
H -43.14018 -46.28919 36.66064
C -45.91966 -40.16614 36.60874
C -44.76548 -38.00223 35.78947
H -48.91869 -43.70931 43.08661
C -49.26455 -45.21155 44.48249
O -49.61025 -42.43788 39.83578
H -46.07445 -37.27724 44.32802
H -47.74285 -41.98937 44.64939
N -44.83584 -39.56317 35.88847
N -43.75850 -42.70883 40.62656
H -44.61312 -37.41339 43.26725
H -42.83884 -44.32398 39.76359
C -47.56086 -44.56567 38.03338
C -51.41918 -36.92134 41.00627
H -43.45073 -44.43720 36.64239
O -48.09194 -38.34103 43.69925
O -47.76032 -41.43718 39.34945
C -47.58066 -38.69499 42.71532
C -49.47078 -38.53807 39.16645
N -45.52620 -45.96214 37.88555
H -45.87813 -36.22666 42.61075
C -50.82052 -39.12460 39.69812
H -43.00553 -41.80170 42.36439
H -49.65436 -46.55305 46.11263
C -43.66663 -45.44936 36.31401
C -51.59127 -38.42654 40.48481
O -44.71809 -42.34475 38.53124
H -46.21758 -46.53193 40.46686
C -45.21705 -45.75709 36.41021
C -47.55756 -44.59572 36.57779
C -47.99412 -43.30930 46.53689
H -47.24375 -42.88843 47.18119
N -48.46951 -41.95796 40.20078
H -48.12584 -43.78627 36.32556
C -46.12975 -44.51182 35.96981
O -47.69092 -44.50048 49.32673
O -42.62125 -39.58674 35.50361
O -47.36431 -37.08099 38.23794
H -46.24391 -41.11637 36.40210
H -44.93076 -42.17069 42.33402
C -43.64244 -40.18844 35.95408
C -49.11983 -37.16236 39.70217
C -45.73738 -37.24407 43.17395
C -46.89036 -45.77343 40.17513
H -41.81813 -43.36258 41.00241
O -48.05065 -42.02815 41.32808

12
Properties=species:S:1:pos:R:3 method="wB97M-V/def2-TZVPD" total_energy_ev=-7326.8009 lumo_energy_ha=0.03149 smiles="C#CCC(C)=O" homo_lumo_gap_ev=10.26
C -1.10233 0.93071 0.19920
C -0.59367 -0.49285 0.17106
C 1.46115 -0.38319 -0.23642
H 2.11306 0.43147 1.77768
O -0.86871 -1.33751 0.98751
C 0.34453 -0.81470 -1.07151
H -1.24148 1.33778 1.20460
H 0.23446 -0.21553 -1.99128
C 1.78032 0.08816 0.83032
H 0.32006 -1.88050 -1.31559
H -0.47605 1.60675 -0.38801
H -2.08366 0.84822 -0.27517

The calculation returns the following HOMO level values, one per record and in order: 1.73; -9.46; -9.62; -7.59; -9.57; -2.81; -8.47; -9.40 eV.
The calculation returns the following energy relative to the best compared isomer or geometry (same formula, charge and spin) values, one per record and in order: 0.0000; 3.9598; 1.9064; 3.2625; 5.0645; 0.7462; 2.6430; 2.4836 eV.